No. 1
C27H35F24N5O3Si | the ωB97M-V functional and the def2-TZVPD basis

Output
- Lowest unoccupied orbital energy: -0.04 eV
- Frontier orbital gap: 9.15 eV

XYZ file:
```
95
Properties=species:S:1:pos:R:3:lowdin_charge:R:1
C -4.4808 -3.6433 -1.8882 -0.168
Si -4.2036 -2.0711 -2.9501 0.576
C -2.6356 -2.4448 -3.9809 -0.166
C -5.7588 -1.9234 -4.0343 -0.172
C -3.8872 -0.5626 -1.8041 -0.269
C -4.7494 -0.6707 -0.5872 -0.280
N -5.3783 -0.5306 0.3317 0.177
C -3.9685 0.8556 -2.4788 -0.269
C -3.8414 0.8133 -3.9683 -0.227
N -3.8227 0.7950 -5.0820 0.197
C -5.1769 1.7257 -2.0243 -0.166
C -6.5490 1.2174 -2.5349 -0.186
C -7.5018 2.4344 -2.7259 -0.177
C -8.9525 2.2401 -2.1818 -0.202
N -9.4656 0.8659 -2.1873 0.019
C -9.6469 0.3040 -3.4446 -0.535
N -10.1047 -0.8799 -3.4871 0.110
N -9.3766 1.0332 -4.6705 0.089
H -5.3393 -4.1989 -2.3007 0.032
H -3.6126 -4.3184 -1.9114 0.025
H -4.7029 -3.4190 -0.8330 0.021
H -1.9567 -1.5778 -3.9167 0.024
H -2.1378 -3.3465 -3.5977 0.023
H -2.8917 -2.5853 -5.0409 0.035
H -5.9941 -2.9477 -4.3666 0.038
H -6.6301 -1.5223 -3.5013 0.021
H -5.4952 -1.3398 -4.9290 0.021
H -2.8535 -0.6797 -1.4317 0.107
H -3.0800 1.4096 -2.1329 0.144
H -5.1457 1.9201 -0.9437 0.121
H -5.0085 2.7110 -2.4962 0.118
H -6.9292 0.4468 -1.8522 0.093
H -6.3931 0.7697 -3.5285 0.092
H -7.5614 2.7485 -3.7735 0.098
H -7.0494 3.2803 -2.1759 0.101
H -9.0974 2.6871 -1.1867 0.113
H -9.6150 2.8194 -2.8454 0.106
H -8.9706 0.2498 -1.5584 0.115
H -10.1758 -1.1382 -4.4700 0.038
H -8.8338 0.4205 -5.2694 0.081
H -10.2568 1.2061 -5.1452 0.087
C -1.2728 -1.9491 1.7122 -0.037
C -0.6989 -2.8318 2.8363 -0.441
C 0.5420 -2.3013 3.5569 -0.297
F 1.5842 -2.1178 2.7182 0.084
F 0.9402 -3.1953 4.4929 0.101
F -0.4795 -4.0735 2.3510 0.133
F -1.6787 -2.9560 3.7730 0.114
O -0.9002 -2.2660 0.3692 0.037
C 0.3072 -1.7742 -0.1025 -0.526
C 1.3179 -2.8865 -0.3925 -0.272
F 1.5394 -3.6504 0.6909 0.108
F 2.5060 -2.3431 -0.7567 0.093
F 0.7956 -0.8403 0.7401 0.127
F 0.0301 -1.1279 -1.2586 0.137
H -2.3504 -2.1148 1.7284 0.147
H -1.1489 -0.8870 1.9239 0.145
H 0.3254 -1.3560 4.0633 0.175
H 0.9625 -3.5316 -1.1989 0.178
C 4.3601 0.2875 -0.1341 -0.046
C 4.7609 0.4966 1.3358 -0.436
C 4.0539 1.6276 2.0804 -0.291
F 4.2622 2.8303 1.5095 0.095
F 4.5358 1.7029 3.3484 0.086
F 6.1056 0.6388 1.4127 0.123
F 4.4644 -0.6595 1.9924 0.110
O 5.1926 0.8771 -1.1254 0.051
C 4.9964 2.2118 -1.4477 -0.528
C 6.1859 3.0884 -1.0486 -0.278
F 6.4616 2.9765 0.2669 0.093
F 5.9040 4.3887 -1.2957 0.101
F 3.8346 2.6527 -0.9256 0.138
F 4.8572 2.2655 -2.7885 0.150
H 4.4534 -0.7822 -0.3162 0.140
H 3.3063 0.5098 -0.3067 0.140
H 2.9765 1.4488 2.1380 0.174
H 7.0765 2.8062 -1.6137 0.177
C 7.4688 0.5642 4.8928 -0.044
C 7.6143 1.9058 5.6310 -0.439
C 8.1882 3.0673 4.8202 -0.294
F 9.4281 2.8052 4.3587 0.092
F 8.2824 4.1691 5.6074 0.093
F 8.3251 1.7116 6.7648 0.129
F 6.3624 2.2734 6.0269 0.105
O 8.5063 -0.3944 5.0693 0.048
C 9.6438 -0.2916 4.2836 -0.530
C 10.8902 0.0469 5.1044 -0.280
F 10.7243 1.1834 5.8078 0.098
F 11.9499 0.2291 4.2806 0.098
F 9.4395 0.5790 3.2766 0.140
F 9.8251 -1.5019 3.7118 0.146
H 6.5920 0.0827 5.3253 0.151
H 7.2218 0.7015 3.8394 0.127
H 7.5393 3.3110 3.9739 0.174
H 11.1202 -0.7611 5.8021 0.175
```

No. 2
C27H35F5IrN3O5PTe | the ωB97M-V functional and the def2-TZVPD basis

Output
- Spin multiplicity: 6
- Relative energy (zero: lowest compared OMol25 entry of this formula, charge and spin): 0.0 kcal per mole
- Lowest unoccupied orbital energy (spin up / spin down): 0.16 / -2.76 eV
- Frontier orbital gap (spin up / spin down): 6.38 / 4.51 eV

XYZ file:
```
78
Properties=species:S:1:pos:R:3:lowdin_spin:R:1
Ir -0.0577 -0.1383 -0.1386 2.871
C -2.8595 1.2119 -0.8686 0.006
N -2.2238 0.9960 0.4462 0.107
C -3.0403 0.0375 1.2469 0.007
C -2.2463 -0.9346 2.1072 0.002
C -1.1651 -0.3065 2.9655 0.005
N 0.0277 0.0594 2.1712 0.082
C 1.0632 0.3647 2.8646 0.008
C 2.3876 0.7152 2.4298 0.005
C 3.2932 1.0948 3.4468 -0.001
C 4.6105 1.3570 3.1920 0.003
C 5.0727 1.1989 1.8704 0.001
C 4.2317 0.8117 0.8623 0.011
C 2.8487 0.5772 1.0925 0.018
O 2.1085 0.2630 0.0848 0.193
C -2.1983 2.2899 1.1712 0.006
C -1.3409 3.3970 0.5842 0.001
C 0.1357 3.0583 0.4794 0.005
N 0.3411 2.1113 -0.6040 0.092
C 1.1269 2.4404 -1.5524 0.017
C 1.4423 1.6460 -2.7166 0.017
C 2.4093 2.1558 -3.5997 -0.001
C 2.7824 1.4790 -4.7349 0.015
C 2.1696 0.2474 -5.0046 0.002
C 1.2111 -0.2688 -4.1647 0.015
C 0.8105 0.4154 -2.9986 0.015
O -0.1277 -0.1191 -2.2504 0.173
H -3.8705 1.6225 -0.7423 0.002
H -2.9093 0.2716 -1.4048 0.003
H -2.2585 1.9029 -1.4557 0.000
H -3.6504 -0.5402 0.5546 0.008
H -3.7282 0.6194 1.8728 0.002
H -1.7925 -1.6962 1.4757 0.000
H -2.9578 -1.4541 2.7559 0.000
H -0.8761 -1.0082 3.7513 0.001
H -1.5495 0.5852 3.4708 0.001
H 0.9463 0.3554 3.9551 0.004
H 2.9136 1.1791 4.4608 0.000
H 5.2819 1.6590 3.9836 0.000
H 6.1197 1.3721 1.6483 0.000
H 4.5847 0.6696 -0.1517 0.000
H -1.8735 2.0943 2.1919 0.000
H -3.2360 2.6456 1.2301 0.003
H -1.4632 4.2661 1.2357 0.000
H -1.7108 3.6922 -0.4004 0.000
H 0.4732 2.5949 1.4091 0.000
H 0.7279 3.9662 0.3272 0.002
H 1.6307 3.4119 -1.4936 0.004
H 2.8759 3.1055 -3.3564 0.000
H 3.5360 1.8799 -5.3986 0.001
H 2.4603 -0.3116 -5.8867 0.000
H 0.7557 -1.2346 -4.3506 0.001
C -0.5123 -5.6648 -2.5490 0.001
C -1.9313 -5.3633 -2.1331 0.005
O -1.9492 -4.1956 -1.2792 0.000
P -2.3189 -2.7774 -1.8203 0.052
O -1.9459 -1.7200 -0.8712 0.099
Te -4.7565 -2.7021 -2.0768 0.857
O -1.6605 -2.6659 -3.2380 0.002
C -2.2747 -2.2923 -4.4906 0.013
C -2.2637 -0.7923 -4.6554 0.001
H -0.5032 -6.5388 -3.2028 0.000
H 0.1033 -5.8704 -1.6733 0.000
H -0.0741 -4.8181 -3.0773 0.000
H -2.3568 -6.1647 -1.5341 0.000
H -2.5878 -5.2099 -2.9940 0.005
H -3.2857 -2.7028 -4.5472 0.017
H -1.6804 -2.7880 -5.2550 0.001
H -2.9232 -0.3165 -3.9276 0.000
H -2.6068 -0.5303 -5.6581 0.000
H -1.2556 -0.4059 -4.5066 0.001
F -0.1575 -3.0352 0.7953 0.026
C 0.7340 -2.2878 0.0346 0.160
F 0.6903 -2.8421 -1.2358 0.027
C 2.1050 -2.7232 0.5821 0.018
F 3.1125 -2.3178 -0.1877 0.001
F 2.1837 -4.0688 0.6552 0.008
F 2.2934 -2.2511 1.8218 0.000
```

No. 3
C27H35KN6O8 | the ωB97M-V functional and the def2-TZVPD basis

Output
- Relative energy (zero: lowest compared OMol25 entry of this formula, charge and spin): 16.5 kcal per mole
- Lowest unoccupied orbital energy: 4.22 eV
- Charge: -2
- Frontier orbital gap: 7.23 eV

XYZ file:
```
77
Properties=species:S:1:pos:R:3:lowdin_charge:R:1
K -0.0676 0.4409 -0.1699 0.794
O 0.7043 -3.9798 0.2837 -0.045
C 0.8139 -2.7608 0.5284 -0.630
O 0.9684 -1.8397 -0.3161 -0.140
C 0.6400 -2.3682 2.0129 -0.102
C -0.8480 -2.0608 2.2986 -0.258
C -1.1213 -2.1998 3.8034 -0.100
C -0.4799 -0.8941 4.3433 -0.101
C 0.0703 -0.2713 3.0531 -0.258
O -0.9622 -0.6410 2.1088 -0.129
C 1.3081 -1.0735 2.5983 -0.106
C 2.3398 -0.3291 1.7118 -0.665
O 3.4341 -0.9080 1.5893 -0.033
O 2.0132 0.8025 1.2572 -0.137
H 0.9404 -3.2475 2.5807 0.136
H -1.5478 -2.5780 1.6444 0.152
H -2.1938 -2.2256 4.0024 0.103
H -0.6694 -3.1040 4.2131 0.105
H -1.2347 -0.2425 4.7823 0.078
H 0.3033 -1.0723 5.0815 0.109
H 0.2016 0.8064 3.0445 0.131
H 1.8944 -1.3678 3.4714 0.138
O -3.8446 4.7238 -0.9518 0.008
C -3.0383 3.8040 -0.8265 -0.468
N -2.6597 3.1521 0.3013 0.150
C -3.5655 2.9640 1.2712 -0.483
O -4.7996 2.9495 1.2206 -0.007
C -2.9592 2.6488 2.6474 -0.184
C -3.7869 2.0599 3.6032 -0.020
C -3.2877 1.7954 4.8625 -0.093
C -1.9721 2.1402 5.1426 -0.116
C -1.2267 2.7254 4.1315 -0.170
N -1.6943 2.9754 2.9105 0.137
C -2.3405 3.3329 -2.1036 -0.188
C -2.9960 3.5504 -3.3131 -0.025
C -2.4133 3.1013 -4.4821 -0.093
C -1.1855 2.4598 -4.4106 -0.085
C -0.5995 2.3020 -3.1657 -0.149
N -1.1554 2.7296 -2.0298 0.117
H -4.8048 1.8379 3.3166 0.104
H -3.9092 1.3272 5.6179 0.094
H -1.5272 1.9512 6.1119 0.093
H -0.1911 3.0018 4.3094 0.103
H -3.9446 4.0681 -3.2927 0.104
H -2.9101 3.2415 -5.4362 0.091
H -0.6940 2.0731 -5.2946 0.089
H 0.3519 1.7926 -3.0524 0.080
C 4.2068 -1.8817 -2.0484 -0.047
C 4.1205 -0.3607 -2.1360 -0.630
C 4.9350 0.2591 -0.9983 -0.058
C 4.6582 0.1226 -3.4827 -0.073
N 2.6705 -0.0428 -2.0798 -0.055
N 2.3358 1.2618 -1.6244 -0.024
H 5.2275 -2.2217 -2.2438 0.074
H 3.5375 -2.3404 -2.7807 0.080
H 3.9059 -2.2147 -1.0526 0.085
H 5.9659 -0.1063 -1.0503 0.076
H 4.5127 -0.0155 -0.0275 0.056
H 4.9664 1.3483 -1.0782 0.070
H 5.7250 -0.0960 -3.5837 0.069
H 4.5284 1.2052 -3.5785 0.064
H 4.1148 -0.3584 -4.2991 0.070
H 2.2490 -0.7130 -1.4353 0.058
H 2.6826 1.9458 -2.2823 0.068
H 2.6937 1.4353 -0.6836 0.049
C -0.5582 -2.6623 -2.9776 -0.033
N -1.7120 -2.7887 -2.1024 -0.172
C -1.9507 -4.0927 -1.5147 -0.063
C -2.2678 -1.6823 -1.5770 -0.348
O -1.9590 -0.5392 -1.8690 -0.053
H -0.5512 -3.5080 -3.6683 0.081
H 0.3589 -2.6465 -2.3834 0.078
H -0.6359 -1.7297 -3.5322 0.086
H -2.2051 -4.8152 -2.2961 0.076
H -2.7888 -4.0264 -0.8198 0.079
H -1.0636 -4.4263 -0.9686 0.068
H -3.0554 -1.9039 -0.8362 0.139
```

Largest force on an atom? In order: 5.77, 0.65, 1.12 eV Å⁻¹.